# 1
Here is a molecular structure, C4H5N3O in a non-equilibrium geometry from the Open Molecules 2025 dataset. Energies are from ωB97M-V with the def2-TZVPD basis set.

Summary:
Relative energy (zero: lowest compared OMol25 entry of this formula, charge and spin): 5.944 eV
LUMO (spin up / spin down): -0.0313 / -0.0313 hartree

```
! wB97M-V def2-TZVPD RIJCOSX def2/J DEFGRID3
* xyz 0 1
O -2.052 1.019 0.353
N -0.446 0.143 -1.183
N 1.663 0.484 0.276
N 1.442 -0.659 0.021
C 1.124 1.629 -0.010
C 0.225 -0.964 -0.642
C -1.309 0.156 -0.061
C -0.839 -1.154 0.482
H 0.497 2.059 0.772
H -1.608 -1.892 0.244
H 1.443 2.405 -0.655
H 0.342 -1.943 -1.176
H -0.481 -1.284 1.580
*
```

=====

# 2
Here is 17 unconnected molecules or ions with the total composition H35O17 in a non-equilibrium geometry from the Open Molecules 2025 dataset. Energies are from ωB97M-V with the def2-TZVPD basis set.

Summary:
Relative energy (zero: lowest compared OMol25 entry of this formula, charge and spin): 4.703 eV
LUMO (spin up / spin down): -0.2118 / -0.4903 hartree

```
! wB97M-V def2-TZVPD RIJCOSX def2/J DEFGRID3
* xyz 2 2
O 1.787 -1.726 -4.405
O 0.078 -0.249 1.227
O -0.098 2.928 -1.568
O 0.503 0.609 -2.684
O 1.702 -2.525 1.255
O 5.569 -0.908 0.463
O -2.070 -0.893 -0.191
O -1.955 1.114 1.941
O 4.519 1.163 -0.426
O -4.058 0.430 3.132
O -2.342 -0.909 -3.057
O -5.311 -0.765 1.354
O -3.286 3.030 0.294
O -0.129 -2.856 -0.954
O -0.631 3.406 3.945
O 2.436 1.008 0.992
O 3.632 -3.066 -1.055
H 0.529 3.342 -0.975
H -4.199 0.849 4.042
H 2.154 -2.937 1.783
H -2.709 -0.002 -3.340
H -0.155 -1.190 1.279
H 1.684 1.708 1.113
H -0.182 0.075 -2.976
H -3.000 -1.499 -3.502
H -0.443 4.067 3.160
H 1.998 -2.428 0.296
H 0.064 1.373 -2.282
H 5.039 -0.763 1.343
H -4.282 3.324 0.313
H 4.687 0.335 0.055
H -1.412 3.755 4.320
H -3.009 0.567 2.121
H 0.598 0.178 0.449
H -4.408 -0.659 1.123
H 3.013 1.434 0.385
H 3.750 -3.298 -2.062
H -1.599 -0.446 -0.869
H -1.152 0.459 1.648
H -2.147 1.412 0.915
H 5.449 -1.903 0.447
H 0.177 -3.343 -0.167
H 0.009 3.516 -2.227
H 2.240 -2.085 -3.692
H -5.344 -1.684 0.899
H -2.846 3.852 0.367
H 3.358 -2.089 -1.182
H -0.608 -3.204 -1.655
H -4.762 0.188 2.553
H 1.542 -0.647 -4.201
H 5.363 1.203 -0.966
H -2.160 -1.814 -0.619
*
```